Computed, not measured: a cluster of 16 separate species, H32O16 in total in a non-equilibrium geometry, with ωB97M-V/def2-TZVPD.

```
48
H32O16 | the Open Molecules 2025 dataset | ωB97M-V/def2-TZVPD
H 3.592 -2.505 3.840
H -2.584 -3.676 2.919
O 0.340 0.152 1.024
O 3.351 1.406 -4.257
H -0.428 0.246 1.549
O 2.677 0.597 0.503
H -3.420 -2.101 -0.608
H 0.347 2.179 -4.167
O -3.190 -4.097 2.356
H 2.917 3.903 -2.210
H -2.401 -5.268 -1.702
H -3.638 1.855 -4.051
O 3.059 4.377 -1.407
H 3.114 2.331 -4.196
H -1.047 5.196 -1.264
O -3.156 2.362 -3.398
H 2.490 -1.469 0.319
H 2.160 4.815 -1.476
H -1.491 -0.539 4.701
O -1.464 -1.133 4.014
O 1.187 3.482 2.541
H 2.476 -2.348 1.575
O -2.667 -0.011 0.237
H -2.291 -4.699 -0.226
H -1.879 -2.708 -0.392
H 0.365 3.839 2.897
H 1.140 3.693 1.576
H 1.192 0.197 1.284
H -1.931 -1.963 4.255
O -1.185 4.878 -0.426
H 4.567 -2.700 2.721
O 0.423 3.143 -4.212
O -2.605 -2.537 -1.031
H -0.674 4.096 -0.053
O 3.740 -2.292 3.031
H -2.717 -4.947 2.104
O -2.497 -5.499 -0.807
H -3.958 2.887 -2.996
H -0.217 -2.699 1.687
O -0.630 -3.049 0.798
H 2.329 0.747 -0.344
H -2.611 -0.315 -0.779
H 0.164 -2.816 0.107
H 3.542 0.638 0.247
H 4.299 1.639 -4.179
O 1.900 -2.147 0.672
H -0.349 3.335 -3.723
H -2.340 -0.475 0.946
```

Summary:
**M**: 288.240 g mol⁻¹
**LUMO energy**: -0.0034 hartree
**Relative energy (zero: lowest compared OMol25 entry of this formula, charge and spin)**: 9.448 eV
**Max |F|**: 9.13 eV/A
**DFT total energy**: -33275.4864 eV

Atom charges from the Löwdin analysis, given in e for atoms 1 to 6: -0.056 -0.031 -0.014 -0.062 0.009 0.013

---

Computed, not measured: a cluster of 16 separate species, H32O16 in total in a non-equilibrium geometry, with ωB97M-V/def2-TZVPD.

```
48
H32O16 | the Open Molecules 2025 dataset | ωB97M-V/def2-TZVPD
H -1.113 9.614 6.241
H 1.360 11.999 7.638
H -2.737 9.747 4.173
H 0.340 9.725 4.829
H -4.117 11.545 8.143
H -2.625 10.360 8.874
O -1.740 10.288 5.958
O 1.057 10.222 4.456
H -0.332 10.464 8.947
H -2.171 10.990 3.447
H -2.753 8.046 8.092
H -0.947 8.921 2.784
O -2.942 7.263 7.637
H -3.384 6.551 4.743
H -5.400 12.181 7.558
H -3.917 10.117 6.567
H -4.186 12.397 6.074
H -0.916 13.640 6.319
O -1.568 13.155 6.844
H 0.890 11.935 6.253
H -3.694 9.339 9.387
O -2.909 10.334 3.448
O -0.617 8.222 3.373
O 2.090 8.116 7.551
O -4.712 9.930 6.065
H -1.401 7.860 3.825
O 1.420 11.420 6.893
H -0.346 11.713 4.111
O -2.837 7.315 4.824
O -0.157 8.164 6.320
O -0.948 12.250 3.659
O -3.526 9.969 8.690
H -2.538 7.220 5.698
H -5.061 9.163 6.514
H -1.618 11.073 6.559
H 1.782 10.173 5.088
H -0.808 13.136 3.966
O -3.758 12.719 5.239
H -3.837 7.296 7.352
H -2.311 13.097 6.140
H 0.169 7.674 5.594
O -1.130 11.000 9.074
O -4.498 12.352 7.733
H 1.966 8.814 8.171
H 1.238 8.099 7.106
H -0.673 7.511 6.760
H -0.865 11.914 8.847
H -3.489 11.944 4.774
```

Summary:
**M**: 288.240 g mol⁻¹
**LUMO energy**: -0.0201 hartree
**Relative energy (zero: lowest compared OMol25 entry of this formula, charge and spin)**: 4.547 eV
**Max |F|**: 2.78 eV/A
**DFT total energy**: -33280.3872 eV

Atom charges from the Löwdin analysis, given in e for atoms 1 to 6: -0.008 0.026 -0.032 -0.025 0.017 0.025

---

Computed, not measured: a cluster of 16 separate species, H32O16 in total in a non-equilibrium geometry, with ωB97M-V/def2-TZVPD.

```
48
H32O16 | the Open Molecules 2025 dataset | ωB97M-V/def2-TZVPD
O -0.947 -2.184 -2.692
O -0.024 2.057 2.248
H -3.019 2.225 1.387
H 2.215 1.973 -3.519
H 1.829 -4.397 0.866
H 1.733 -5.638 0.218
O -2.301 2.827 1.717
O 2.428 -5.015 0.444
H 2.334 2.326 1.294
O -2.761 -0.825 -1.337
H -2.493 -0.009 -1.741
H -0.200 2.913 2.599
H 0.023 -2.194 -2.810
H -2.616 -1.178 3.263
H -4.131 -0.717 -4.447
H -1.120 -1.901 -1.798
H -1.421 3.132 -3.080
O 2.283 0.677 -1.495
H 2.970 1.011 -2.050
O 3.114 -2.448 -1.841
O 2.673 2.893 0.581
O 2.973 2.399 -3.123
H 1.881 1.183 -0.807
H -2.710 0.068 4.091
H 1.163 2.708 4.698
H 3.294 -2.624 4.246
O -1.043 3.576 -2.327
O 0.431 -0.600 -0.117
H 3.924 -1.751 3.120
H 3.653 -2.757 -1.109
H -3.369 -1.821 0.070
H -3.261 -1.267 -2.068
H -2.438 3.651 1.264
O -2.711 -0.186 3.175
H 2.379 -1.955 -1.469
H -0.403 -1.044 -0.147
H 1.882 3.409 0.388
H 0.851 -1.047 0.664
H 2.496 3.001 -2.548
H -3.176 -1.944 -4.783
O 4.108 -2.292 3.888
H 1.270 1.358 3.775
H -0.688 1.852 1.573
O -4.057 -1.684 -4.548
H -4.198 -1.945 1.294
O 1.698 1.839 4.467
O -3.224 -2.152 0.994
H -1.292 4.498 -2.466
```

Summary:
**M**: 288.240 g mol⁻¹
**LUMO energy**: -0.0209 hartree
**Relative energy (zero: lowest compared OMol25 entry of this formula, charge and spin)**: 7.230 eV
**Max |F|**: 3.90 eV/A
**DFT total energy**: -33277.7039 eV

Atom charges from the Löwdin analysis, given in e for atoms 1 to 6: -0.061 -0.074 0.087 0.045 0.021 0.036